<a>
Below is 5 unconnected molecules or ions with the total composition C2H13NO5, with properties calculated with the ωB97M-V functional and the def2-TZVPD basis.

The geometry in XYZ format:
```
21
Properties=species:S:1:pos:R:3:nbo_charge:R:1
O -1.656 1.297 -0.977 -0.94
O -1.711 -1.437 -0.382 -0.95
O 4.584 1.010 0.897 -0.50
O -1.229 0.433 2.256 -0.93
O -5.097 -1.816 0.931 -0.94
N 1.695 0.719 -0.057 -0.85
C 2.893 0.202 -0.752 -0.33
C 4.366 0.258 -0.006 0.42
H 2.759 0.726 -1.739 0.22
H 2.809 -0.794 -1.030 0.20
H 5.221 -0.128 -0.624 0.11
H -5.286 -2.505 0.284 0.46
H -2.454 1.742 -1.327 0.48
H 1.822 1.560 0.360 0.36
H -1.232 -2.138 -0.919 0.46
H -0.316 0.368 2.229 0.45
H -1.232 2.045 -0.723 0.47
H -1.521 0.526 1.363 0.48
H 1.191 0.058 0.559 0.36
H -4.330 -1.403 0.544 0.47
H -1.278 -0.722 -0.886 0.48
```

Output
HOMO (eV): -9.5
SMILES: NCC=O.O.O.O.O
Multiplicity: 1
E_LUMO (eV): 0.2107


<b>
Below is 5 unconnected molecules or ions with the total composition C2H13NO5, with properties calculated with the ωB97M-V functional and the def2-TZVPD basis.

The geometry in XYZ format:
```
21
Properties=species:S:1:pos:R:3:nbo_charge:R:1
O -0.628 -0.388 -2.679 -0.95
O -2.597 -0.339 -0.347 -1.00
O 0.164 0.694 -0.570 -0.61
O -3.088 2.009 1.240 -0.97
O 0.631 -0.540 3.241 -0.94
N 2.306 1.006 0.254 -0.84
C 1.276 0.229 -0.423 0.71
C 1.776 -1.187 -0.905 -0.71
H -0.631 0.213 -3.455 0.49
H 1.081 -1.107 3.894 0.47
H 2.493 -1.081 -1.794 0.23
H -2.362 -0.736 0.437 0.47
H -2.472 2.612 0.815 0.47
H -0.289 -0.407 3.658 0.48
H 2.268 -1.620 -0.117 0.22
H -3.248 1.299 0.622 0.49
H 2.106 1.758 0.782 0.39
H 3.151 0.545 0.355 0.37
H -1.800 -0.055 -0.938 0.53
H 0.849 -1.683 -1.211 0.24
H -0.985 -1.223 -2.859 0.48
```

Output
HOMO (eV): -9.7
SMILES: CC(N)=O.O.O.O.O
Multiplicity: 1
E_LUMO (eV): 0.5186


Preferred: <b>; penalty for the next structure: 34.4 kcal/mol.


<a>
Below is a gas-phase ion, C8H17N3 (charge +2), with properties calculated with the ωB97M-V functional and the def2-TZVPD basis.

The geometry in XYZ format:
```
28
Properties=species:S:1:pos:R:3:nbo_charge:R:1
N 1.061 -0.329 -0.340 -0.32
N -2.033 1.760 -0.164 -0.68
N 2.179 1.552 0.317 -0.45
C 0.065 0.485 -0.233 0.29
C 0.987 -1.735 -0.481 -0.45
C -2.148 -0.668 -0.950 -0.63
C -1.403 0.342 -0.033 0.06
C 0.918 2.074 0.222 -0.13
C 3.598 -0.432 0.016 -0.70
C 2.354 0.313 -0.116 0.43
C -1.650 -0.030 1.454 -0.65
H 1.382 -2.031 -1.535 0.27
H 3.747 -1.067 -0.969 0.28
H 0.672 2.988 -0.277 0.25
H 3.570 -1.287 0.801 0.28
H -1.707 -1.661 -0.859 0.25
H -2.902 1.815 0.366 0.46
H 0.014 -2.137 -0.467 0.24
H -1.205 0.674 2.093 0.25
H -1.322 2.253 0.324 0.45
H -2.081 -0.414 -1.988 0.24
H -1.009 -0.804 1.795 0.26
H 4.446 0.184 0.120 0.28
H 2.950 2.238 0.393 0.48
H -3.228 -0.728 -0.729 0.26
H -2.716 -0.388 1.556 0.27
H 1.613 -2.248 0.262 0.26
H -2.136 1.998 -1.174 0.46
```

Output
HOMO (alpha / beta) (eV): -16.2 / -16.2
SMILES: Cc1[nH+]cc(C(C)(C)[NH3+])n1C
Multiplicity: 1
E_LUMO (alpha / beta) (eV): -7.5860 / -7.5863
Total charge: +2


<b>
Below is a gas-phase ion, C8H17N3 (charge +2), with properties calculated with the ωB97M-V functional and the def2-TZVPD basis.

The geometry in XYZ format:
```
28
Properties=species:S:1:pos:R:3:nbo_charge:R:1
N -1.306 1.497 -0.794 -0.54
N 0.816 2.010 0.292 -0.50
N 0.004 -0.692 -0.050 -0.31
C 2.415 0.010 0.080 -0.44
C -0.143 1.455 -0.247 0.83
C 0.038 -1.015 -1.457 -0.46
C -2.229 -0.113 0.880 -0.43
C -1.236 -1.203 0.665 -0.24
C 1.333 -0.911 0.633 -0.25
C 2.169 1.465 0.523 -0.22
C -2.546 0.679 -0.392 -0.21
H 3.329 -0.454 0.545 0.30
H 2.325 1.625 1.514 0.24
H -3.367 1.456 -0.174 0.27
H 1.697 -1.970 0.552 0.26
H 0.643 3.009 0.642 0.49
H 0.883 -0.675 -2.068 0.25
H -1.686 -1.982 0.073 0.24
H -1.470 2.271 -1.440 0.47
H 0.011 -2.155 -1.598 0.26
H 2.810 2.133 -0.084 0.26
H -2.967 0.155 -1.221 0.25
H -1.877 0.629 1.498 0.21
H 1.354 -0.754 1.642 0.23
H -0.888 -0.582 -1.906 0.22
H 2.511 -0.016 -1.146 0.24
H -3.027 -0.466 1.402 0.28
H -1.092 -1.738 1.716 0.28
```

Output
HOMO (eV): -18.1
SMILES: CN1CCC[NH+]=C=[NH+]CCC1
Multiplicity: 1
E_LUMO (eV): -9.0138
Total charge: +2


Preferred: <a>; penalty for the next structure: 20.4 kcal/mol.